A cluster of 2 separate species, C49H58N4O in total, computed with wB97M-V/def2-TZVPD.

Geometry (Å):
C -4.5926 3.3944 -4.2386
C -4.7261 2.4888 -3.0236
C -4.1212 3.1543 -1.7891
C -6.2357 2.3153 -2.7931
C -4.0582 1.1060 -3.1819
C -4.4236 0.1714 -2.2094
C -4.1745 -1.1746 -2.4263
C -3.5185 -1.5625 -3.5832
C -2.9808 -0.6499 -4.4966
C -2.2895 -1.3342 -5.7126
C -1.9432 -0.4439 -6.8896
C -3.2290 -2.4134 -6.2783
C -0.9914 -2.0024 -5.2471
C -3.1049 0.7303 -4.1676
N -2.1501 1.7083 -4.6449
C -2.1077 2.2938 -5.9021
C -1.0017 3.0491 -5.9934
N -0.4222 3.1238 -4.7271
C 0.7587 3.9061 -4.4243
C 1.9665 3.2265 -4.1120
C 2.4235 1.9053 -4.7909
C 3.8222 1.4986 -4.3112
C 2.4552 2.0439 -6.3145
C 1.5139 0.7477 -4.4359
C 2.8379 3.8622 -3.2208
C 2.8169 5.2472 -3.1056
C 1.8776 5.9624 -3.8397
C 0.7508 5.3311 -4.3913
C -0.3309 6.2738 -4.9890
C -0.2260 7.6881 -4.3890
C -1.7712 5.8489 -4.7362
C -0.0738 6.4064 -6.4918
C -1.1258 2.2643 -3.8819
C -0.7060 1.7367 -2.6471
C -0.1101 2.6262 -1.6563
C -0.5641 3.9740 -1.5784
C 0.1131 4.9096 -0.8129
C 1.1551 4.4929 0.0315
C 1.5740 3.1591 0.0225
C 0.9791 2.2430 -0.8431
H -4.9316 2.8889 -5.1515
H -5.2247 4.2813 -4.0808
H -3.5689 3.7499 -4.3668
H -4.4221 2.6311 -0.8728
H -3.0271 3.1267 -1.8426
H -4.4460 4.2008 -1.7182
H -6.4664 1.7727 -1.8720
H -6.7107 3.3010 -2.7249
H -6.6909 1.7763 -3.6314
H -4.9662 0.4798 -1.3115
H -4.5091 -1.9253 -1.7096
H -3.4291 -2.6275 -3.7857
H -1.0821 0.2000 -6.6884
H -1.6453 -1.0937 -7.7270
H -2.8100 0.1367 -7.2198
H -3.4042 -3.2384 -5.5836
H -4.1943 -1.9668 -6.5442
H -2.7886 -2.8407 -7.1870
H -1.1833 -2.8057 -4.5271
H -0.4571 -2.4183 -6.1132
H -0.3286 -1.2715 -4.7622
H -2.8389 2.0819 -6.6597
H -0.5816 3.5321 -6.8559
H 3.8071 1.2131 -3.2518
H 4.1564 0.6225 -4.8815
H 4.5496 2.3023 -4.4658
H 1.4573 2.2291 -6.7292
H 3.1189 2.8671 -6.6039
H 2.8415 1.1106 -6.7456
H 0.4940 0.9051 -4.7892
H 1.8763 -0.1916 -4.8799
H 1.4929 0.6189 -3.3538
H 3.5784 3.2969 -2.6487
H 3.5355 5.7676 -2.4681
H 2.0205 7.0384 -3.9281
H 0.6653 8.2174 -4.7425
H -1.0930 8.2796 -4.7090
H -0.2294 7.6571 -3.2929
H -2.0832 5.0213 -5.3740
H -1.9395 5.6074 -3.6800
H -2.4278 6.6965 -4.9867
H -0.1596 5.4418 -7.0019
H -0.7995 7.1046 -6.9294
H 0.9368 6.7997 -6.6612
H -0.4943 0.6606 -2.7206
H -1.4372 4.2604 -2.1698
H -0.1830 5.9596 -0.8612
H 1.6346 5.2192 0.6876
H 2.3685 2.8250 0.6929
H 1.3539 1.2152 -0.9301
C 1.9255 -2.3718 4.4554
O 0.5603 -2.0768 4.0811
C 0.3347 -1.3863 2.9296
C -1.0112 -1.0361 2.6571
C -1.3619 -0.5647 1.4146
C -0.4028 -0.4482 0.3759
C -0.8492 -0.2218 -1.0095
C -0.5247 -1.3112 -1.8944
C -1.2964 -2.5027 -1.9018
N -1.8907 -3.5180 -1.8812
C 0.8204 -1.5372 -2.2665
N 1.9561 -1.7176 -2.5118
C 0.9504 -0.6940 0.7025
C 1.3387 -1.0800 1.9770
H 1.8424 -2.8327 5.4402
H 2.3953 -3.0825 3.7594
H 2.5250 -1.4531 4.5296
H -1.7423 -1.2145 3.4512
H -2.4055 -0.3118 1.2104
H -1.8151 0.2631 -1.1209
H 1.7258 -0.6102 -0.0668
H 2.3966 -1.2040 2.2232

Cartesian forces, eV/Å:
0.152 0.318 -0.045
0.342 -0.090 0.309
0.248 0.322 0.148
-0.189 -0.224 -0.060
0.267 0.499 0.504
-0.380 -0.450 -0.540
0.243 0.021 0.174
-0.692 -0.111 -0.260
0.347 -0.079 0.231
0.193 -0.081 0.336
0.249 0.050 -0.424
-0.234 -0.076 -0.015
0.300 -0.007 0.161
-0.228 -0.690 0.425
0.084 1.087 -0.444
0.399 -0.294 -0.599
-0.666 0.185 0.258
-0.414 -0.159 -0.526
0.580 0.502 0.197
-0.009 -0.392 0.124
-0.415 -0.386 0.722
0.146 0.041 -0.074
0.097 0.433 -0.033
-0.158 -0.550 -0.119
0.262 0.380 -0.234
-0.348 -0.126 -0.011
0.169 -0.044 0.156
-0.079 -0.103 0.053
0.234 0.055 0.242
0.051 0.206 0.024
-0.469 -0.037 -0.071
0.045 0.040 -0.177
-0.010 -0.742 -0.333
0.162 0.756 0.514
0.450 0.239 -0.528
0.350 -0.514 -0.114
0.147 -0.335 0.348
-0.042 0.189 -0.141
-0.259 -0.068 -0.094
-0.208 0.138 -0.041
0.106 0.106 0.103
0.162 -0.224 -0.118
-0.140 -0.034 -0.105
0.064 0.142 -0.153
-0.256 0.030 0.081
0.026 -0.151 0.077
0.025 0.081 -0.172
0.110 -0.127 0.003
-0.009 0.050 0.109
0.044 -0.067 -0.492
0.195 0.171 -0.165
0.061 0.391 0.173
-0.280 0.059 -0.021
-0.101 0.193 0.208
0.201 -0.040 -0.030
-0.006 0.133 -0.160
0.074 -0.139 0.010
-0.041 0.079 0.175
0.041 0.113 -0.163
-0.115 0.014 0.197
-0.151 -0.198 -0.170
0.077 -0.064 0.075
-0.099 0.208 0.159
0.069 0.089 -0.198
-0.109 0.158 0.127
-0.025 -0.128 0.058
0.171 -0.024 0.062
-0.107 -0.101 -0.106
-0.105 0.221 0.062
0.214 -0.147 -0.084
0.026 0.264 0.130
0.031 -0.029 -0.263
-0.145 0.167 -0.561
-0.166 -0.181 -0.290
-0.292 -0.356 0.217
-0.139 -0.042 0.188
0.192 -0.125 0.012
0.064 0.049 -0.185
0.000 0.025 0.250
-0.007 -0.037 -0.224
0.124 -0.272 0.074
0.029 0.282 0.012
0.132 -0.136 -0.003
-0.201 -0.100 -0.052
-0.075 1.241 -0.074
0.414 0.010 0.145
0.047 -0.287 0.176
-0.060 -0.207 -0.154
-0.139 0.156 -0.229
-0.065 0.622 0.110
-0.490 0.135 -0.101
0.548 0.503 -0.107
-0.002 0.043 -0.503
0.781 -0.659 0.571
-0.114 0.746 -0.756
1.423 1.338 0.287
-1.757 -3.049 1.273
0.601 -0.102 -0.219
-1.688 -1.231 -0.598
1.260 1.951 0.142
2.375 -0.709 0.550
-2.094 0.363 0.303
0.038 -0.012 0.054
-0.507 -0.418 0.401
0.070 0.069 -0.148
-0.199 0.255 0.081
-0.169 -0.231 -0.056
0.176 0.078 -0.421
0.316 -0.089 0.016
-0.363 -0.673 0.217
-0.357 0.071 0.373
-0.435 -0.120 -0.222

For the HOMO-LUMO gap, the calculation gives 4.778 eV. The value obtained for the total energy is -59755.6884 eV. The value obtained for the energy above the lowest of the compared OMol25 structures with the same formula, charge and spin is 0.2728 eV. Its molecular weight is 719.0 g mol⁻¹. The calculation puts the LUMO energy at -1.637 eV. Its max |F| is 0.07278 hartree/bohr.



The molecule C5H7NOS, computed with wB97M-V/def2-TZVPD.

Geometry (Å):
C -1.7597 -1.1534 1.1070
S -1.3759 0.8207 1.1507
C 0.0940 0.5807 0.2132
C 1.2663 1.1287 0.6243
C 2.2999 1.2900 -0.2820
N 3.3882 1.3375 -0.7207
C 0.2319 -0.4771 -1.0068
O -0.7519 -0.3388 -1.9043
H -2.8119 -1.3864 1.6089
H -0.8724 -1.4797 1.9639
H -1.8488 -1.3399 -0.0385
H 1.3674 1.9574 1.4569
H 1.2016 -0.1233 -1.5364
H 0.3742 -1.5923 -0.7059
H -0.8029 0.7760 -1.9303

Cartesian forces, eV/Å:
-0.346 1.203 2.284
-0.265 -2.456 -0.715
1.079 -1.946 0.487
-2.289 3.076 1.223
5.027 -0.630 -0.917
-2.400 0.237 0.246
3.585 0.452 1.647
-2.584 4.993 -1.338
2.297 0.796 -1.072
-2.509 0.200 -3.371
0.806 -0.307 2.391
-0.605 -2.084 -1.302
-0.996 -0.962 1.164
-0.379 2.068 -0.173
-0.423 -4.641 -0.553

For the HOMO-LUMO gap, the calculation gives 8.942 eV. The value obtained for the total energy is -19667.1436 eV. The value obtained for the energy above the lowest of the compared OMol25 structures with the same formula, charge and spin is 4.4592 eV. Its molecular weight is 129.2 g mol⁻¹. The calculation puts the LUMO energy at -0.169 eV. Its max |F| is 0.11238 hartree/bohr.



A structure of composition C3H8N3O, computed with wB97M-V/def2-TZVPD.

Geometry (Å):
C 2.1665 -0.4295 -0.2919
C 0.0874 -0.4787 0.7277
C -1.8517 0.8193 -0.0370
N 1.9523 0.8924 0.0233
N 0.9059 1.2332 0.4267
N -1.0794 -0.4237 -0.1971
O 1.1062 -1.2591 0.2507
H 2.2756 -0.4164 -1.5074
H 2.9964 -0.7797 0.2190
H -0.3374 -0.6660 1.7394
H -2.2791 0.7226 0.8692
H -1.2257 1.6411 -0.1173
H -2.6303 0.8236 -0.8169
H -0.4764 -0.4590 -1.0534
H -1.6106 -1.2201 -0.2351

Cartesian forces, eV/Å:
0.023 -1.443 -3.249
0.712 1.092 0.726
-0.916 -1.362 -3.297
0.304 1.619 -0.566
-1.961 -1.391 1.759
4.215 2.163 -2.046
-1.669 1.135 0.261
-0.248 -0.568 2.959
2.141 -0.677 0.296
1.071 0.059 -0.470
-1.598 0.190 3.159
1.024 1.425 -0.075
0.298 0.148 0.371
-1.472 0.293 -0.097
-1.924 -2.681 0.269

For the HOMO-LUMO gap, the calculation gives 10.296 eV. The value obtained for the total energy is -9748.0917 eV. The value obtained for the energy above the lowest of the compared OMol25 structures with the same formula, charge and spin is 4.3722 eV. Its molecular weight is 102.1 g mol⁻¹. The calculation puts the LUMO energy at -3.894 eV. Its max |F| is 0.10036 hartree/bohr. As for the charge: +1.



A cluster of 3 separate species, C4H12NS in total, computed with wB97M-V/def2-TZVPD.

Geometry (Å):
C -0.1719 2.0477 2.3513
C 0.7459 0.9518 1.9677
C 1.7191 0.4767 2.7524
C -0.3530 -0.5388 -0.9310
S -1.0024 1.0450 -0.7796
N -0.7554 -3.1273 -3.7493
H -1.2077 1.7525 2.2840
H -0.0421 2.9145 1.6576
H 0.0648 2.5109 3.3193
H 0.5265 0.4007 1.0187
H 2.4387 -0.2349 2.3612
H 2.0153 0.8061 3.7359
H 0.2747 -0.3526 -1.8128
H -1.1157 -1.3362 -0.9102
H -0.3317 1.4562 -1.8884
H -1.7132 -3.5129 -3.6609
H -0.6069 -2.7756 -4.6996
H -0.4852 -2.4839 -3.0162

Cartesian forces, eV/Å:
0.298 1.457 -0.679
0.479 -1.219 0.694
0.518 -0.089 -1.070
-2.804 3.811 -3.135
0.341 -2.092 -0.307
-0.698 -0.546 -0.477
-0.489 -0.033 0.283
-0.170 -0.523 0.172
-0.187 -0.583 -0.076
0.789 0.709 1.208
-0.352 -0.364 -0.057
-0.459 0.540 0.120
0.714 -1.722 0.751
1.135 -0.427 1.424
0.173 0.549 0.680
1.049 0.638 0.095
-0.069 0.011 0.762
-0.269 -0.118 -0.387

For the HOMO-LUMO gap, the calculation gives 4.671 eV. The value obtained for the total energy is -16656.1246 eV. The value obtained for the energy above the lowest of the compared OMol25 structures with the same formula, charge and spin is 5.5349 eV. Its molecular weight is 106.2 g mol⁻¹. The calculation puts the LUMO energy at -8.341 eV. Its max |F| is 0.11038 hartree/bohr. As for the charge: +1.



Look up the molecular weight of the second one. 129.2 g mol⁻¹